61
Properties=species:S:1:pos:R:3 method="wB97M-V/def2-TZVPD" spin_multiplicity=2 orbital_gap_ha="0.231 / 0.233" charge=+1 lumo_energy_ev="-3.9 / -3.7" de_lowest_ev=1.5161
Os 0.533 -0.288 0.227
Br 0.068 7.094 -0.429
C 0.287 5.229 -0.675
C 1.287 4.754 -1.536
C 1.458 3.405 -1.713
C 0.628 2.459 -1.068
O 0.797 1.196 -1.291
C -0.390 2.963 -0.202
C -1.309 2.114 0.462
N -1.398 0.823 0.333
C -2.444 0.128 0.937
C -3.673 0.674 1.249
C -4.654 -0.085 1.903
C -4.429 -1.394 2.226
C -3.220 -2.011 1.841
C -2.957 -3.381 2.050
C -1.815 -3.935 1.540
C -0.910 -3.110 0.861
N -1.082 -1.814 0.715
C -2.232 -1.249 1.176
C -0.526 4.354 -0.015
H 1.923 5.460 -2.052
H 2.235 3.023 -2.362
H -1.995 2.612 1.146
H -3.902 1.694 0.972
H -5.602 0.377 2.144
H -5.178 -1.978 2.744
H -3.676 -3.983 2.592
H -1.600 -4.989 1.638
H -0.020 -3.535 0.418
H -1.300 4.729 0.645
C 4.716 1.787 5.124
C 4.382 1.308 3.731
O 2.945 1.117 3.654
P 2.317 0.090 2.628
S 0.338 0.121 2.876
S 2.888 0.473 0.740
O 2.944 -1.335 2.986
C 2.599 -1.979 4.238
C 1.788 -3.227 3.966
H 5.773 2.044 5.183
H 4.499 1.013 5.860
H 4.126 2.671 5.362
H 4.887 0.367 3.501
H 4.660 2.047 2.979
H 2.045 -1.287 4.875
H 3.543 -2.224 4.725
H 0.849 -2.972 3.472
H 1.563 -3.728 4.908
H 2.352 -3.908 3.328
I 2.666 -3.103 0.093
C 1.793 -2.537 -1.734
C 2.217 -3.091 -2.927
C 1.572 -2.694 -4.089
C 0.534 -1.778 -4.012
C 0.175 -1.282 -2.774
N 0.797 -1.655 -1.649
H 3.024 -3.807 -2.945
H 1.877 -3.103 -5.043
H 0.012 -1.448 -4.898
H -0.624 -0.563 -2.657

***

6
Properties=species:S:1:pos:R:3 method="wB97M-V/def2-TZVPD" spin_multiplicity=3 orbital_gap_ha="0.318 / 0.303" charge=0 lumo_energy_ev="0.6 / -2.3" de_lowest_ev=1.4876
C -1.198 0.198 -0.700
N 0.679 0.453 0.290
N 1.663 -0.039 0.210
O 2.642 -0.614 0.066
Br -1.487 -1.513 0.042
Br -2.299 1.515 0.092

***

53
Properties=species:S:1:pos:R:3 method="wB97M-V/def2-TZVPD" spin_multiplicity=5 orbital_gap_ha="0.327 / 0.197" charge=+3 lumo_energy_ev="-9.0 / -12.9" de_lowest_ev=1.4205
Pd -0.278 -0.205 -0.518
C 0.240 -1.100 3.767
C 0.705 -1.290 2.385
C -0.094 -1.969 1.438
C 0.418 -2.280 0.166
C 1.681 -1.760 -0.230
C 2.467 -1.076 0.712
C 2.002 -0.885 2.001
H -0.841 -1.170 3.860
H 0.609 -0.171 4.199
H 0.658 -1.892 4.404
H -1.036 -2.403 1.759
H -0.067 -3.047 -0.437
H 2.118 -2.049 -1.183
H 3.474 -0.779 0.449
H 2.653 -0.447 2.745
C 0.974 2.208 1.296
O -0.178 1.366 1.206
C -1.409 2.078 1.050
C -1.475 2.822 -0.283
O -1.274 1.858 -1.324
C -1.363 2.432 -2.627
H 0.776 3.039 1.976
H 1.270 2.603 0.319
H 1.785 1.605 1.702
H -1.543 2.790 1.876
H -2.198 1.311 1.097
H -0.710 3.610 -0.344
H -2.461 3.287 -0.403
H -2.230 3.094 -2.688
H -1.496 1.609 -3.333
H -0.464 3.002 -2.878
C -5.755 -0.504 -7.184
C -4.771 -0.571 -6.100
C -5.166 -0.668 -4.751
C -4.248 -0.863 -3.732
C -4.705 -0.993 -2.323
C -2.870 -0.915 -4.055
Te -1.448 -1.469 -2.569
C -2.437 -0.789 -5.397
C -1.002 -0.834 -5.776
C -3.392 -0.608 -6.388
H -6.784 -0.510 -6.830
H -5.609 -1.345 -7.876
H -5.589 0.371 -7.823
H -6.220 -0.622 -4.506
H -5.772 -1.203 -2.265
H -4.522 -0.058 -1.785
H -4.165 -1.799 -1.812
H -0.366 -1.086 -4.917
H -0.680 0.130 -6.179
H -0.829 -1.572 -6.563
H -3.068 -0.526 -7.418

***

37
Properties=species:S:1:pos:R:3 method="wB97M-V/def2-TZVPD" orbital_gap_ha=0.186 charge=-2 lumo_energy_ev=4.0 de_lowest_ev=1.2317
Mg -0.826 14.507 -24.050
S 1.643 14.863 -24.510
O 0.703 13.769 -24.946
O 0.680 15.795 -23.807
O 2.637 14.333 -23.550
O 2.373 15.502 -25.615
S -2.099 12.379 -23.433
O -0.898 12.977 -22.776
O -2.250 13.362 -24.577
O -1.887 11.041 -24.008
O -3.290 12.336 -22.566
C -4.048 17.865 -28.541
C -3.580 17.962 -27.110
C -4.427 17.160 -26.101
O -3.498 16.261 -25.505
C -2.253 16.482 -25.998
O -1.286 15.926 -25.617
O -2.285 17.392 -27.001
H -5.046 18.307 -28.664
H -4.141 16.837 -28.893
H -3.416 18.441 -29.218
H -3.609 19.012 -26.805
H -5.183 16.526 -26.564
H -4.842 17.809 -25.333
C -2.890 15.881 -18.331
C -3.412 15.408 -19.670
C -4.166 16.536 -20.440
O -3.828 16.282 -21.784
C -2.597 15.687 -21.775
O -1.843 15.684 -22.681
O -2.343 15.151 -20.564
H -1.829 15.661 -18.237
H -3.443 15.487 -17.477
H -2.995 16.966 -18.253
H -4.147 14.600 -19.674
H -3.801 17.532 -20.160
H -5.236 16.528 -20.232

***

95
Properties=species:S:1:pos:R:3 method="wB97M-V/def2-TZVPD" spin_multiplicity=3 orbital_gap_ha="0.216 / 0.210" charge=+4 lumo_energy_ev="-12.1 / -12.2"
W -0.071 0.229 0.370
F -4.455 3.876 -3.391
C -4.494 2.545 -3.227
C -3.527 1.987 -2.452
C -3.432 0.592 -2.301
C -2.379 -0.013 -1.559
O -1.515 0.718 -0.887
C -2.297 -1.417 -1.596
C -3.315 -2.139 -2.199
N -4.345 -1.585 -2.820
C -5.446 -2.413 -3.304
C -5.578 -2.747 -4.765
C -5.204 -3.810 -3.779
C -4.400 -0.203 -2.961
C -5.397 0.396 -3.726
C -5.479 1.777 -3.916
N -6.428 2.334 -4.733
C -7.078 1.606 -5.813
C -6.944 2.384 -7.125
N -7.525 3.755 -6.973
C -6.867 4.488 -5.842
C -7.016 3.663 -4.570
C -1.194 -2.209 -0.985
O -1.154 -3.396 -0.995
O -0.184 -1.462 -0.463
H -2.805 2.639 -1.979
H -3.282 -3.219 -2.143
H -6.358 -2.214 -2.755
H -4.804 -2.410 -5.442
H -6.573 -2.754 -5.189
H -4.190 -4.181 -3.838
H -5.927 -4.566 -3.509
H -6.143 -0.241 -4.176
H -8.139 1.451 -5.582
H -6.625 0.630 -5.964
H -7.459 1.859 -7.929
H -5.896 2.496 -7.400
H -8.528 3.678 -6.783
H -7.433 4.280 -7.846
H -7.334 5.464 -5.722
H -5.818 4.631 -6.097
H -8.082 3.543 -4.340
H -6.578 4.203 -3.743
C 2.549 -3.175 2.319
C 3.205 -2.182 1.406
C 4.430 -2.506 0.819
C 4.987 -1.730 -0.177
C 4.277 -0.646 -0.696
C 3.064 -0.300 -0.147
C 2.260 0.855 -0.686
C 2.582 -0.995 0.983
N 1.448 -0.411 1.599
C 1.334 -0.290 2.925
C 2.380 -0.611 3.922
C 0.061 0.276 3.292
C -0.435 0.377 4.676
N -0.613 0.707 2.234
C -2.024 1.002 2.269
C -2.486 2.296 2.553
C -1.545 3.431 2.868
C -3.856 2.514 2.565
C -4.742 1.487 2.280
C -4.275 0.206 2.039
C -2.915 -0.077 2.071
C -2.490 -1.529 2.104
H 2.453 -4.120 1.782
H 1.552 -2.877 2.637
H 3.162 -3.386 3.198
H 4.934 -3.406 1.149
H 5.950 -1.989 -0.596
H 4.680 -0.081 -1.527
H 2.677 1.193 -1.634
H 2.261 1.700 0.001
H 1.204 0.521 -0.989
H 3.356 -0.694 3.449
H 2.175 -1.552 4.440
H 2.415 0.167 4.688
H -0.279 -0.564 5.209
H -1.488 0.646 4.706
H 0.136 1.136 5.223
H -0.504 3.111 2.934
H -1.798 3.876 3.832
H -1.653 4.235 2.135
H -4.230 3.498 2.822
H -5.807 1.677 2.306
H -4.973 -0.609 1.885
H -3.052 -2.125 1.390
H -2.720 -1.938 3.091
H -1.426 -1.705 1.950
C 0.083 3.368 -0.900
O 0.035 2.580 0.321
H 1.025 3.913 -0.954
H -0.739 4.081 -0.916
H 0.001 2.693 -1.747
H -0.177 3.183 1.041

***

26
Properties=species:S:1:pos:R:3 method="wB97M-V/def2-TZVPD" orbital_gap_ha=0.376 charge=+2 lumo_energy_ev=-6.3 de_lowest_ev=0.0000
C 0.373 -1.622 2.488
C -2.371 0.484 3.267
C 0.659 1.752 -3.205
C -0.944 -1.073 2.036
C 1.725 -0.252 -3.851
N -1.077 0.311 2.658
N 0.830 0.627 -4.089
O 1.692 -1.225 -4.589
S -1.145 -0.729 0.207
S 0.463 -1.239 -0.750
H 1.172 -0.855 2.681
H 0.358 -2.094 3.406
H 0.920 -2.401 1.862
H -2.568 1.609 3.477
H -3.245 0.254 2.713
H -2.504 -0.075 4.290
H 0.436 1.485 -2.128
H 1.542 2.471 -3.227
H -0.238 2.337 -3.533
H -1.817 -1.573 2.272
H 2.462 -0.163 -3.061
H -0.371 0.260 3.377
H -0.743 0.957 1.875
H 0.006 0.427 -4.652
H 0.147 -2.430 -1.112
H 2.508 -1.883 -4.618

***

207
Properties=species:S:1:pos:R:3 method="wB97M-V/def2-TZVPD" spin_multiplicity=4 orbital_gap_ha="0.308 / 0.346" charge=0 lumo_energy_ev="0.6 / 0.1"
C -5.348 -17.210 30.448
C -4.154 -16.242 30.469
C -2.834 -17.048 30.666
C -1.586 -16.300 30.189
C -0.427 -17.232 30.219
C 0.825 -16.717 29.489
H -5.175 -17.888 31.296
H -5.401 -17.746 29.528
H -6.269 -16.687 30.717
H -4.067 -15.662 29.556
H -4.350 -15.562 31.331
H -2.906 -17.928 30.041
H -2.783 -17.364 31.710
H -1.744 -15.877 29.160
H -1.376 -15.522 30.870
H -0.217 -17.497 31.241
H -0.672 -18.123 29.657
H 1.146 -15.694 29.659
H 1.660 -17.347 29.801
H 0.778 -16.769 28.386
C -0.471 -23.296 28.962
C -0.471 -22.667 27.511
C 0.170 -21.290 27.486
C 0.286 -20.589 26.157
C 1.237 -19.389 26.219
C 1.542 -18.906 24.868
H -0.995 -22.746 29.739
H 0.537 -23.466 29.257
H -0.837 -24.299 28.852
H -0.016 -23.407 26.851
H -1.516 -22.562 27.146
H 1.149 -21.382 27.963
H -0.371 -20.660 28.191
H 0.669 -21.306 25.459
H -0.691 -20.270 25.723
H 0.786 -18.586 26.787
H 2.203 -19.609 26.670
H 2.453 -18.268 24.837
H 1.729 -19.792 24.216
H 0.787 -18.293 24.368
C 3.120 -11.338 27.246
C 2.366 -10.019 27.378
C 1.009 -9.993 27.994
C -0.149 -10.665 27.209
C -0.330 -10.281 25.707
C -0.459 -8.811 25.458
H 4.072 -11.110 26.769
H 2.634 -12.011 26.547
H 3.232 -11.906 28.179
H 3.044 -9.384 28.015
H 2.339 -9.547 26.380
H 0.749 -8.965 28.078
H 1.055 -10.453 28.990
H 0.054 -11.737 27.228
H -1.152 -10.571 27.703
H 0.463 -10.730 25.027
H -1.246 -10.748 25.346
H -1.344 -8.472 25.979
H 0.411 -8.200 25.815
H -0.509 -8.627 24.406
C 4.762 -14.022 25.168
C 4.233 -14.808 26.339
C 5.234 -15.650 27.251
C 5.960 -16.729 26.488
C 7.101 -17.395 27.242
C 7.769 -18.460 26.352
H 5.105 -13.069 25.521
H 4.013 -13.765 24.406
H 5.536 -14.468 24.564
H 3.821 -14.069 27.056
H 3.429 -15.457 26.009
H 4.583 -16.038 28.082
H 6.008 -15.009 27.735
H 5.217 -17.481 26.155
H 6.454 -16.315 25.570
H 7.827 -16.594 27.453
H 6.737 -17.847 28.192
H 8.297 -19.173 26.963
H 7.032 -19.028 25.747
H 8.428 -17.903 25.677
C -2.790 -11.264 22.928
C -2.459 -9.956 22.233
C -3.730 -9.100 21.979
C -3.209 -7.826 21.254
C -4.290 -6.830 20.828
C -3.679 -5.548 20.191
H -3.221 -10.866 23.917
H -1.860 -11.861 23.148
H -3.418 -11.985 22.459
H -1.784 -9.329 22.822
H -1.949 -10.124 21.265
H -4.331 -8.813 22.914
H -4.352 -9.607 21.294
H -2.566 -7.302 21.970
H -2.588 -8.153 20.438
H -5.078 -7.317 20.243
H -4.777 -6.517 21.764
H -2.959 -5.050 20.810
H -3.164 -5.771 19.284
H -4.456 -4.792 19.921
C -2.185 -13.620 27.412
C -1.076 -14.463 26.851
C -0.645 -14.104 25.480
C 0.413 -15.059 24.929
C 1.330 -14.365 23.930
C 2.192 -15.312 23.100
H -2.058 -12.532 27.332
H -2.335 -13.799 28.474
H -3.189 -13.869 27.032
H -0.226 -14.332 27.539
H -1.335 -15.537 26.968
H -0.229 -13.105 25.457
H -1.459 -14.196 24.788
H 0.941 -15.579 25.777
H 0.013 -15.902 24.332
H 0.698 -13.787 23.257
H 1.953 -13.600 24.381
H 2.698 -16.067 23.647
H 1.622 -15.899 22.370
H 2.887 -14.822 22.433
C 2.704 -6.817 20.758
C 2.073 -8.162 20.443
C 2.614 -8.802 19.188
C 2.273 -10.271 19.166
C 3.068 -10.992 20.246
C 2.682 -10.555 21.630
N 2.467 -9.088 21.577
O 2.210 -8.552 22.785
C 1.428 -11.329 22.016
C 3.803 -10.865 22.644
C 0.538 -8.063 20.492
H 3.825 -6.853 20.663
H 2.373 -6.565 21.767
H 2.305 -6.103 20.004
H 2.260 -8.333 18.265
H 3.739 -8.817 19.215
H 2.600 -10.693 18.233
H 1.202 -10.359 19.287
H 4.129 -10.760 19.984
H 3.003 -12.069 20.103
H 1.528 -12.421 21.858
H 1.247 -11.168 23.093
H 0.602 -11.037 21.405
H 3.373 -10.637 23.600
H 4.106 -11.933 22.571
H 4.573 -10.224 22.357
H 0.018 -9.022 20.472
H 0.165 -7.528 19.596
H 0.218 -7.572 21.433
C -3.100 -16.479 24.698
C -3.942 -17.420 25.652
C -5.444 -17.186 25.425
C -6.316 -18.333 25.997
C -5.918 -19.654 25.225
C -4.457 -19.949 25.424
N -3.659 -18.769 25.129
O -2.342 -19.005 24.788
C -4.166 -20.549 26.808
C -4.024 -20.954 24.350
C -3.480 -17.299 27.107
H -3.426 -16.550 23.658
H -2.028 -16.678 24.697
H -3.453 -15.484 25.006
H -5.814 -16.258 25.852
H -5.638 -17.056 24.373
H -7.357 -18.145 25.829
H -6.168 -18.408 27.097
H -6.099 -19.466 24.141
H -6.617 -20.415 25.545
H -4.920 -21.377 26.861
H -3.135 -20.970 26.811
H -4.264 -19.811 27.617
H -4.287 -20.544 23.364
H -2.979 -21.135 24.291
H -4.558 -21.889 24.568
H -4.197 -17.780 27.758
H -3.364 -16.271 27.421
H -2.522 -17.758 27.249
C -1.577 -15.000 21.778
C -1.925 -16.284 20.954
C -0.996 -17.421 21.294
C -1.446 -18.705 20.689
C -2.906 -19.068 21.229
C -3.948 -17.970 20.947
N -3.376 -16.650 21.270
O -4.138 -15.651 21.448
C -4.439 -17.904 19.449
C -5.198 -18.143 21.940
C -1.740 -15.970 19.413
H -0.573 -14.692 21.520
H -1.706 -15.203 22.803
H -2.242 -14.220 21.366
H 0.091 -17.243 21.055
H -1.054 -17.467 22.379
H -0.668 -19.451 20.881
H -1.571 -18.659 19.562
H -2.935 -19.152 22.314
H -3.136 -20.072 20.795
H -5.018 -18.750 19.217
H -5.002 -17.010 19.254
H -3.601 -17.949 18.773
H -5.425 -19.221 21.945
H -4.860 -17.966 22.926
H -6.029 -17.476 21.808
H -1.583 -16.838 18.762
H -0.684 -15.592 19.279
H -2.428 -15.262 18.982

***

Repeat the fourth record exactly.
37
Properties=species:S:1:pos:R:3 method="wB97M-V/def2-TZVPD" orbital_gap_ha=0.186 charge=-2 lumo_energy_ev=4.0 de_lowest_ev=1.2317
Mg -0.826 14.507 -24.050
S 1.643 14.863 -24.510
O 0.703 13.769 -24.946
O 0.680 15.795 -23.807
O 2.637 14.333 -23.550
O 2.373 15.502 -25.615
S -2.099 12.379 -23.433
O -0.898 12.977 -22.776
O -2.250 13.362 -24.577
O -1.887 11.041 -24.008
O -3.290 12.336 -22.566
C -4.048 17.865 -28.541
C -3.580 17.962 -27.110
C -4.427 17.160 -26.101
O -3.498 16.261 -25.505
C -2.253 16.482 -25.998
O -1.286 15.926 -25.617
O -2.285 17.392 -27.001
H -5.046 18.307 -28.664
H -4.141 16.837 -28.893
H -3.416 18.441 -29.218
H -3.609 19.012 -26.805
H -5.183 16.526 -26.564
H -4.842 17.809 -25.333
C -2.890 15.881 -18.331
C -3.412 15.408 -19.670
C -4.166 16.536 -20.440
O -3.828 16.282 -21.784
C -2.597 15.687 -21.775
O -1.843 15.684 -22.681
O -2.343 15.151 -20.564
H -1.829 15.661 -18.237
H -3.443 15.487 -17.477
H -2.995 16.966 -18.253
H -4.147 14.600 -19.674
H -3.801 17.532 -20.160
H -5.236 16.528 -20.232